Here is a molecular structure, C34H37AsN5O5S2Y from the OMol25 dataset. Energies are from the ωB97M-V functional and the def2-TZVPD basis.

Output
- Lowest unoccupied orbital energy: -0.01673 Ha
- E_HOMO: -6.53 eV
- ΔE to the lowest compared entry with this formula, charge and spin: 60.1 kcal/mol

Geometry as XYZ:
```
85
Properties=species:S:1:pos:R:3:forces:R:3
Y 0.410664 0.540801 -0.031368 0.288 -0.069 -0.387
C 4.363181 1.539343 1.022671 -0.022 0.047 0.040
O 4.171870 2.743091 1.755728 -0.006 -0.089 -0.001
C 3.000586 2.877145 2.452299 0.012 0.019 -0.009
C 3.112452 3.350908 3.744009 0.075 -0.006 -0.047
C 1.987730 3.612890 4.520968 -0.059 0.018 0.044
C 0.746089 3.380375 3.974164 0.010 0.010 -0.001
C 0.601943 2.871404 2.674836 -0.015 0.067 0.036
C -0.762320 2.721366 2.190096 0.121 -0.085 -0.077
N -1.074147 1.960604 1.213385 -0.086 -0.075 0.011
N -2.406105 1.964329 0.826021 0.025 0.007 0.066
C -2.504874 1.427616 -0.363614 -0.160 -0.017 -0.062
O -1.514215 0.996344 -1.060076 -0.047 0.085 0.169
C -3.867081 1.303316 -0.953909 0.019 -0.033 0.002
C -4.023489 0.546046 -2.110379 -0.004 -0.004 -0.016
C -5.281063 0.388912 -2.675035 0.004 0.009 0.008
C -6.385855 0.991852 -2.090239 0.000 -0.002 -0.004
C -6.231472 1.750353 -0.936153 0.008 0.005 0.013
C -4.977468 1.904666 -0.366751 0.015 -0.010 -0.011
C 1.736966 2.618338 1.855710 0.037 0.080 0.065
O 1.655470 2.202648 0.613172 0.002 0.105 0.076
H 5.407548 1.249495 1.146703 0.008 0.011 0.021
H 4.160058 1.723186 -0.027844 0.000 -0.001 -0.061
H 3.710455 0.738077 1.374513 0.005 0.010 0.016
H 4.111414 3.528009 4.123964 -0.012 -0.003 -0.003
H 2.090747 4.001356 5.525592 0.000 -0.003 -0.018
H -0.152167 3.596198 4.543053 0.012 0.003 0.000
H -1.555856 3.285749 2.680684 -0.002 0.026 0.009
H -3.148309 0.080582 -2.546981 -0.009 0.009 0.011
H -5.400013 -0.206523 -3.572080 0.002 0.007 0.009
H -7.367619 0.871102 -2.531526 0.008 0.002 0.003
H -7.092878 2.221692 -0.479281 0.010 -0.003 -0.004
H -4.839870 2.487408 0.533925 -0.009 -0.003 -0.010
C -2.196411 -5.784648 -1.001058 0.007 0.035 0.018
S -2.280560 -4.475977 0.235807 0.023 -0.040 -0.020
C -1.243763 -3.240873 -0.460033 -0.086 0.063 -0.079
S -1.101401 -1.857192 0.538911 -0.014 -0.086 0.020
N -0.725867 -3.512694 -1.614863 -0.030 -0.086 0.030
N 0.099306 -2.460521 -2.143528 0.227 0.221 -0.284
C -0.591753 -1.635460 -3.139716 -0.138 0.121 0.040
C -0.217081 -0.328980 -3.351100 -0.050 -0.110 -0.014
C -0.802177 0.394133 -4.451391 0.008 -0.026 0.038
C -0.425499 1.666918 -4.706057 0.011 0.057 -0.014
C 0.554932 2.293277 -3.892839 0.038 0.061 0.007
C 1.054521 1.572529 -2.853136 0.007 0.167 -0.097
N 0.703093 0.301250 -2.545673 -0.035 -0.190 -0.032
H -2.812809 -6.595232 -0.614575 0.012 -0.001 -0.013
H -1.172002 -6.125450 -1.131391 -0.011 -0.013 -0.001
H -2.593005 -5.441126 -1.953526 -0.002 0.000 0.014
H -1.280902 -2.186561 -3.755502 0.019 -0.021 0.009
H -1.546282 -0.102444 -5.061713 0.011 -0.006 0.021
H -0.873179 2.208435 -5.530397 0.008 0.001 0.003
H 0.883558 3.306600 -4.069217 -0.014 -0.004 -0.004
H 1.786122 2.032014 -2.187085 -0.010 -0.001 0.016
C 3.874272 -0.332835 -2.137460 0.014 0.016 -0.070
C 2.774508 -1.286461 -1.779857 0.083 0.115 0.063
O 2.160112 -1.157679 -0.722229 0.031 -0.126 -0.011
C 2.510827 -2.410594 -2.704061 0.118 -0.147 -0.107
C 3.557547 -2.903569 -3.503095 0.006 0.144 0.103
C 3.384576 -3.994522 -4.322024 -0.124 -0.082 -0.020
C 2.135911 -4.617540 -4.381722 0.137 -0.026 -0.066
C 1.079368 -4.133856 -3.644445 -0.034 0.134 0.151
C 1.271491 -3.033800 -2.812843 -0.089 -0.201 -0.040
H 3.759307 0.571677 -1.551712 0.000 0.013 0.012
H 3.858920 -0.093889 -3.200270 -0.005 -0.013 0.013
H 4.843488 -0.778957 -1.898214 -0.017 0.010 0.018
H 4.527180 -2.427124 -3.448515 -0.012 -0.017 -0.016
H 4.209233 -4.370317 -4.912860 -0.006 0.017 0.021
H 1.994558 -5.482486 -5.017341 -0.010 0.021 0.011
H 0.100223 -4.588152 -3.687772 0.012 0.004 -0.007
H 0.458029 -1.852266 -1.393766 -0.155 -0.166 0.258
C -0.929971 -0.422075 3.871120 -0.006 -0.024 0.020
As 0.844834 -0.910089 3.350214 0.027 0.149 0.015
C 1.029688 -2.813041 3.388814 -0.014 -0.053 0.003
C 2.037036 -0.173961 4.650937 0.033 -0.010 0.034
O 1.275884 -0.293897 1.867137 -0.171 -0.001 0.065
H -1.151214 -0.864163 4.842155 -0.015 0.000 0.000
H -1.639725 -0.773710 3.125387 -0.001 -0.016 -0.013
H -0.965354 0.663016 3.935840 -0.019 0.016 0.020
H 0.959827 -3.169336 4.416244 0.002 -0.008 -0.014
H 2.003928 -3.059156 2.970830 0.017 -0.010 0.009
H 0.247773 -3.252371 2.772851 -0.009 0.017 -0.009
H 1.788425 -0.545549 5.644336 0.015 0.007 0.012
H 1.955112 0.912858 4.620922 -0.034 0.001 -0.012
H 3.053899 -0.459934 4.388326 0.012 -0.022 0.010
```
Forces are in eV/Å.

Löwdin charges in e: number 1, Y, carries 1.403; number 2, C, carries -0.073; number 3, O, carries -0.077; number 4, C, carries -0.223; number 5, C, carries -0.019; number 6, C, carries -0.114; number 7, C, carries -0.079; number 8, C, carries -0.160; number 9, C, carries -0.093; number 10, N, carries -0.074; number 11, N, carries 0.076; number 12, C, carries -0.466; number 13, O, carries -0.196; number 14, C, carries -0.139; number 15, C, carries -0.015; number 16, C, carries -0.082; number 17, C, carries -0.098; number 18, C, carries -0.089; number 19, C, carries -0.033; number 20, C, carries -0.293; number 21, O, carries -0.210; number 22, H, carries 0.093; number 23, H, carries 0.061; number 24, H, carries 0.082; number 25, H, carries 0.119; number 26, H, carries 0.099; number 27, H, carries 0.108; number 28, H, carries 0.130; number 29, H, carries 0.099; number 30, H, carries 0.098; number 31, H, carries 0.097; number 32, H, carries 0.098; number 33, H, carries 0.103; number 34, C, carries -0.410; number 35, S, carries 0.837; number 36, C, carries -1.102; number 37, S, carries 0.602; number 38, N, carries 0.002; number 39, N, carries -0.102; number 40, C, carries -0.042; number 41, C, carries -0.296; number 42, C, carries -0.041; number 43, C, carries -0.077; number 44, C, carries -0.084; number 45, C, carries -0.194; number 46, N, carries -0.020; number 47, H, carries 0.029; number 48, H, carries 0.032; number 49, H, carries 0.033; number 50, H, carries 0.116; number 51, H, carries 0.111; number 52, H, carries 0.105; number 53, H, carries 0.095; number 54, H, carries 0.102; number 55, C, carries 0.005; number 56, C, carries -0.358; number 57, O, carries -0.055; number 58, C, carries -0.079; number 59, C, carries -0.017; number 60, C, carries -0.065; number 61, C, carries -0.054; number 62, C, carries -0.004; number 63, C, carries -0.105; number 64, H, carries 0.056; number 65, H, carries 0.103; number 66, H, carries 0.104; number 67, H, carries 0.111; number 68, H, carries 0.108; number 69, H, carries 0.110; number 70, H, carries 0.117; number 71, H, carries 0.065; number 72, C, carries -0.186; number 73, As, carries 1.001; number 74, C, carries -0.195; number 75, C, carries -0.177; number 76, O, carries -0.608; number 77, H, carries 0.047; number 78, H, carries 0.012; number 79, H, carries 0.027; number 80, H, carries 0.043; number 81, H, carries 0.047; number 82, H, carries 0.011; number 83, H, carries 0.045; number 84, H, carries 0.017; number 85, H, carries 0.049

=====

Here is a molecular structure, C34H37InN5O3PTe in a non-equilibrium geometry from the OMol25 dataset. Energies are from the ωB97M-V functional and the def2-TZVPD basis.

Output
- Lowest unoccupied orbital energy: -0.18853 Ha
- E_HOMO: -13.49 eV
- Total charge: +2
- ΔE to the lowest compared entry with this formula, charge and spin: 0.0 kcal/mol

Geometry as XYZ:
```
82
Properties=species:S:1:pos:R:3:forces:R:3
In -0.674321 -0.914799 -0.658214 0.242 -0.039 0.273
O 0.360322 -4.841548 -1.748608 -0.035 0.103 0.149
C -0.052340 -3.696527 -1.649746 -0.047 -0.005 -0.126
N -0.131846 -2.949100 -0.537512 0.041 -0.190 0.063
C -0.001843 -3.613703 0.728063 -0.189 0.134 0.017
C -1.021529 -3.048803 1.700737 -0.046 0.063 -0.108
C -1.254804 -3.673137 2.919147 0.023 -0.104 0.007
C -2.242883 -3.192490 3.752811 -0.026 -0.020 0.126
C -2.982680 -2.084558 3.354545 -0.058 -0.048 0.051
C -2.677135 -1.500870 2.148768 0.165 -0.070 -0.224
N -1.710409 -1.960574 1.329464 -0.050 0.125 0.205
C -0.604554 -3.005400 -2.884367 -0.078 0.286 0.193
C -0.608706 -3.663335 -4.097247 0.021 -0.045 -0.090
C -1.157924 -3.025882 -5.197260 -0.004 -0.049 -0.094
C -1.676822 -1.747077 -5.053615 -0.004 0.010 -0.069
C -1.625123 -1.149702 -3.812317 0.109 -0.192 0.202
N -1.116756 -1.771161 -2.741104 0.055 -0.084 -0.211
H 1.001631 -3.529624 1.160904 0.048 0.024 0.035
H -0.175424 -4.684495 0.613030 -0.037 -0.081 -0.023
H -0.679113 -4.551747 3.183515 -0.010 0.031 0.002
H -2.448187 -3.679090 4.698927 0.011 0.019 -0.056
H -3.781727 -1.687235 3.966192 0.034 -0.009 -0.028
H -3.221833 -0.624458 1.819769 0.029 0.036 -0.007
H -0.187358 -4.657958 -4.143898 -0.018 0.020 -0.005
H -1.179067 -3.518830 -6.161308 -0.002 0.015 0.038
H -2.104586 -1.213971 -5.892520 0.025 -0.032 0.040
H -1.983369 -0.143547 -3.663635 0.020 0.021 0.016
N 2.576522 -1.260949 1.488219 0.074 0.122 0.098
C 2.823606 -0.015395 2.117369 -0.010 -0.045 0.017
C 3.984824 0.086937 2.890529 0.025 -0.019 -0.035
C 4.344280 1.277754 3.486344 0.021 0.052 0.014
C 3.552592 2.411540 3.318098 0.026 -0.056 0.016
C 2.405092 2.314853 2.561337 -0.064 0.038 0.038
C 2.011531 1.112107 1.953527 -0.037 0.003 -0.057
P 0.452809 1.176160 0.993657 -0.044 -0.075 -0.114
C 0.845276 2.339583 -0.362338 0.075 0.083 0.160
C -0.169638 2.983454 -1.067315 0.013 -0.017 -0.117
C 0.115845 3.779209 -2.169464 0.015 0.025 0.060
C 1.431029 3.961176 -2.570672 0.020 0.024 0.006
C 2.455472 3.355006 -1.855082 -0.008 -0.018 0.014
C 2.165002 2.550818 -0.760603 0.053 -0.027 -0.036
C -0.701626 2.038458 2.101256 0.026 0.076 0.032
C -1.285938 1.256542 3.097701 0.076 -0.087 0.084
C -2.153157 1.816042 4.023152 -0.017 0.004 -0.048
C -2.458416 3.169359 3.951390 0.008 0.037 -0.036
C -1.873171 3.959951 2.970094 -0.002 -0.024 0.009
C -0.991639 3.401696 2.052391 -0.084 0.013 -0.063
H 2.890335 -2.033871 2.058858 0.035 -0.040 0.063
H 1.613058 -1.403283 1.226520 -0.054 0.036 -0.030
H 4.607259 -0.793175 3.020538 -0.035 0.043 0.007
H 5.245056 1.325326 4.085878 -0.039 -0.004 -0.022
H 3.823799 3.351471 3.781312 -0.005 -0.054 -0.029
H 1.785706 3.196630 2.441702 -0.019 -0.041 -0.015
H -1.194326 2.914633 -0.727379 -0.076 -0.012 0.032
H -0.685803 4.284566 -2.695487 0.032 -0.022 0.027
H 1.658601 4.600190 -3.415225 -0.009 -0.060 0.034
H 3.487573 3.529438 -2.138853 -0.062 -0.015 0.023
H 2.974307 2.104996 -0.190979 -0.037 0.017 -0.049
H -1.032474 0.202628 3.169670 -0.010 0.079 0.011
H -2.590230 1.199813 4.799567 0.025 0.019 -0.021
H -3.145862 3.609955 4.663112 0.048 -0.017 -0.023
H -2.096619 5.019054 2.922345 0.014 -0.058 0.003
H -0.542708 4.036905 1.298396 0.032 -0.024 0.045
C -4.358800 -0.801420 -1.207231 -0.004 -0.034 -0.009
Te -3.020017 0.776880 -0.717830 0.042 -0.070 0.122
C -3.098598 1.802909 -2.579712 0.007 0.065 0.014
H -5.353303 -0.516107 -0.879684 -0.028 -0.027 -0.028
H -4.030147 -1.702641 -0.693916 -0.024 0.011 0.006
H -4.330375 -0.953691 -2.282466 -0.003 -0.037 -0.007
H -3.690546 1.202142 -3.264105 -0.018 0.035 -0.033
H -2.089957 1.955682 -2.953144 -0.028 0.017 -0.016
H -3.588290 2.753853 -2.392459 -0.003 0.017 -0.054
N 3.932218 -1.154907 -1.225356 0.417 0.042 -0.649
C 3.323722 -0.507348 -2.445500 0.454 0.015 0.168
C 1.834391 -0.351618 -2.216886 -0.300 -0.143 0.047
O 1.104126 -0.046547 -3.140398 0.166 0.133 0.342
O 1.508397 -0.599192 -0.988866 -0.661 0.189 -0.784
H 4.862673 -0.802033 -1.011405 0.062 0.014 -0.046
H 4.002849 -2.165939 -1.335814 -0.033 -0.018 -0.001
H 3.306427 -0.989203 -0.422174 -0.324 -0.076 0.532
H 3.527492 -1.108021 -3.325255 0.017 -0.017 -0.046
H 3.768155 0.477248 -2.571887 0.034 0.010 -0.028
```
Forces are in eV/Å.

Löwdin charges in e: number 1, In, carries 0.644; number 2, O, carries 0.079; number 3, C, carries -0.478; number 4, N, carries -0.062; number 5, C, carries -0.150; number 6, C, carries -0.233; number 7, C, carries 0.008; number 8, C, carries -0.015; number 9, C, carries -0.034; number 10, C, carries -0.160; number 11, N, carries 0.037; number 12, C, carries -0.161; number 13, C, carries 0.036; number 14, C, carries -0.001; number 15, C, carries -0.012; number 16, C, carries -0.116; number 17, N, carries 0.023; number 18, H, carries 0.119; number 19, H, carries 0.139; number 20, H, carries 0.133; number 21, H, carries 0.127; number 22, H, carries 0.123; number 23, H, carries 0.071; number 24, H, carries 0.133; number 25, H, carries 0.127; number 26, H, carries 0.123; number 27, H, carries 0.079; number 28, N, carries 0.080; number 29, C, carries -0.302; number 30, C, carries -0.032; number 31, C, carries -0.051; number 32, C, carries -0.057; number 33, C, carries -0.081; number 34, C, carries -0.291; number 35, P, carries 1.073; number 36, C, carries -0.358; number 37, C, carries -0.138; number 38, C, carries -0.057; number 39, C, carries -0.047; number 40, C, carries -0.054; number 41, C, carries -0.089; number 42, C, carries -0.385; number 43, C, carries -0.115; number 44, C, carries -0.059; number 45, C, carries -0.051; number 46, C, carries -0.050; number 47, C, carries -0.087; number 48, H, carries 0.106; number 49, H, carries 0.032; number 50, H, carries 0.118; number 51, H, carries 0.119; number 52, H, carries 0.117; number 53, H, carries 0.113; number 54, H, carries 0.049; number 55, H, carries 0.117; number 56, H, carries 0.119; number 57, H, carries 0.116; number 58, H, carries 0.108; number 59, H, carries 0.093; number 60, H, carries 0.113; number 61, H, carries 0.117; number 62, H, carries 0.117; number 63, H, carries 0.107; number 64, C, carries -0.359; number 65, Te, carries 1.376; number 66, C, carries -0.368; number 67, H, carries 0.021; number 68, H, carries 0.010; number 69, H, carries 0.015; number 70, H, carries 0.020; number 71, H, carries 0.003; number 72, H, carries 0.023; number 73, N, carries 0.205; number 74, C, carries -0.010; number 75, C, carries -0.631; number 76, O, carries 0.084; number 77, O, carries -0.201; number 78, H, carries 0.172; number 79, H, carries 0.175; number 80, H, carries 0.094; number 81, H, carries 0.146; number 82, H, carries 0.137

=====

Look up the ΔE to the lowest compared entry with this formula, charge and spin of the first one. 60.1 kcal/mol

=====

Among the records above, which one has the highest E_HOMO? C34H37AsN5O5S2Y